# 1
The following is a quantum chemistry calculation of one molecule with the formula C10H6INO4S at a distorted geometry, from the OMol25 dataset.

Atoms and positions in Å:
C1 -2.484 0.677 1.368
H1 -2.822 -2.324 -1.892
C2 0.709 1.881 -0.351
C3 -1.452 1.542 1.108
O1 1.643 -1.620 0.764
H2 3.002 1.044 0.395
C4 -2.609 -0.533 0.746
C5 2.693 -1.071 0.079
C6 2.680 0.381 -0.412
O2 3.674 -1.737 -0.118
C7 0.485 -0.104 -1.519
C8 -0.543 1.174 0.168
C9 -0.667 -0.036 -0.507
C10 -1.673 -0.905 -0.229
S1 -1.746 -2.465 -1.088
O3 1.044 3.029 -0.236
I1 -4.188 -1.852 1.200
N1 1.412 0.836 -0.990
H3 -3.236 0.954 2.096
O4 0.608 -0.719 -2.536
H4 -1.360 2.492 1.617
H5 3.447 0.436 -1.184
H6 1.382 -1.081 1.520

Results
E   -39082.5565 eV
HOMO level   -9.25 eV

Atom charges from the natural (NBO) analysis, given in e for atoms 1 to 6: atom 1 (C): -0.234, atom 2 (H): 0.146, atom 3 (C): 0.689, atom 4 (C): -0.190, atom 5 (O): -0.702, atom 6 (H): 0.244

=====

# 2
The following is a quantum chemistry calculation of C10H6NO5OsS as an isolated structure at a distorted geometry, from the OMol25 dataset.

Atoms and positions in Å:
C1 -0.676 -1.248 -2.073
H1 -0.595 -1.949 0.877
C2 -0.477 2.739 -5.786
O1 -0.459 3.078 -6.873
O2 2.488 1.342 -2.644
C3 -2.333 0.937 -2.334
N1 -0.140 -1.480 1.664
O3 -0.833 -2.402 -2.024
H2 -1.519 -2.272 3.025
C4 -0.638 1.403 -0.223
O4 -0.754 1.866 0.838
C5 -0.607 -1.682 2.936
C6 1.009 -0.771 1.398
O5 -3.451 1.143 -2.551
H3 -0.484 0.709 -3.690
C7 1.215 -0.361 3.764
C8 1.389 1.075 -2.400
H4 1.747 0.111 4.590
H5 2.550 0.423 2.197
C9 0.082 -1.159 4.010
S1 1.546 -0.660 -0.221
Os1 -0.453 0.630 -1.985
C10 1.676 -0.163 2.472
H6 -0.283 -1.311 5.034

Results
E   -35460.2976 eV
Charge   +3
2S+1   5
HOMO level (alpha / beta)   -20.36 / -20.70 eV

Atom charges from the natural (NBO) analysis, given in e for atoms 1 to 6: atom 1 (C): 0.442, atom 2 (H): 0.450, atom 3 (C): 0.437, atom 4 (O): -0.403, atom 5 (O): -0.238, atom 6 (C): 0.535

=====

# 3
The following is a quantum chemistry calculation of a 28-piece molecular cluster, C10H71NO30S overall at a distorted geometry, from the OMol25 dataset.

Atoms and positions in Å:
H1 10.355 -0.247 0.490
H2 7.901 -4.057 1.917
H3 2.705 1.048 -3.451
H4 -8.427 2.380 -7.528
H5 -8.247 3.881 -7.741
H6 -4.633 -0.936 -1.529
H7 -5.556 5.300 2.819
H8 3.676 1.247 4.755
O1 -7.980 -2.052 -0.545
H9 1.435 -2.118 0.001
H10 -0.869 1.131 -6.281
H11 3.541 -1.812 0.939
O2 3.516 1.388 -3.858
O3 0.747 0.297 -3.396
O4 -3.750 3.705 -1.120
H12 10.824 0.689 -0.622
O5 -4.976 -5.193 -4.307
H13 -4.692 1.774 1.971
O6 -9.159 1.746 -4.684
H14 -10.117 1.601 -4.696
H15 3.470 1.630 2.632
C1 -4.205 1.265 1.009
C2 -1.621 2.150 0.924
H16 -9.008 2.369 -5.411
O7 -4.339 -0.798 4.331
O8 -8.876 3.229 -7.397
O9 9.308 -9.463 3.793
C3 -2.623 0.891 1.253
O10 -3.947 -0.845 -2.208
H17 -7.019 2.969 -0.606
O11 10.299 -0.297 2.663
O12 7.229 -0.417 2.438
O13 -4.650 5.515 3.086
H18 5.482 3.793 -2.127
H19 -1.074 2.434 1.919
H20 -8.705 -0.949 -2.300
O14 1.085 0.324 -0.847
H21 -4.403 1.996 0.111
H22 6.790 -3.447 4.000
O15 -3.913 2.730 4.073
O16 -0.361 0.318 -6.143
O17 -5.754 -2.628 -3.471
H23 -2.350 -0.109 0.700
O18 -7.908 2.884 -0.982
N1 3.953 -1.077 1.581
H24 -6.576 -2.126 -3.580
H25 -4.576 6.466 2.919
H26 -5.245 -1.013 4.064
O19 -8.406 -0.039 -2.446
H27 -2.520 0.648 2.417
O20 -5.704 2.451 -2.820
O21 6.541 -5.191 0.496
H28 7.673 -1.278 2.404
H29 -7.350 -1.338 -0.364
H30 6.181 -5.186 -0.404
H31 -9.228 0.463 -2.555
H32 2.681 5.154 3.352
H33 -2.332 3.075 0.670
H34 6.413 -0.554 1.933
O22 6.161 -4.099 4.343
O23 8.569 -3.446 2.261
H35 1.509 2.363 -0.862
H36 2.294 0.793 5.218
H37 -3.604 2.798 4.989
O24 4.945 4.176 -2.837
H38 8.881 -6.521 3.971
H39 1.337 2.922 1.684
H40 -1.865 1.478 -2.379
H41 0.455 -3.284 -0.099
C4 0.345 0.490 -2.138
O25 7.992 -6.606 3.595
H42 -3.676 4.657 -1.287
C5 1.584 1.800 1.360
H43 4.523 3.409 -3.251
O26 4.257 0.282 -0.428
C6 3.212 1.640 1.467
H44 -0.638 3.013 -0.864
H45 1.025 1.126 2.170
C7 0.962 1.614 -0.145
H46 7.944 -7.531 3.313
C8 3.817 0.245 0.855
H47 10.182 -9.816 3.568
H48 -4.265 0.154 4.164
C9 -1.151 0.966 -1.605
H49 -4.527 -6.042 -4.438
H50 -7.455 -2.860 -0.437
H51 3.367 -1.126 2.446
H52 -0.052 0.386 -5.228
H53 4.197 1.232 -3.187
H54 9.391 -3.959 2.233
H55 6.696 -6.129 0.680
H56 -1.649 -0.067 -1.365
H57 1.863 5.898 2.299
H58 -6.053 -3.538 -3.325
O27 1.361 -3.069 0.168
S1 -5.295 -0.260 0.666
H59 -7.956 1.959 -1.264
C10 -0.648 1.941 -0.378
H60 -4.347 -4.540 -4.651
O28 2.371 5.085 2.436
H61 3.793 2.594 1.044
H62 9.333 -0.222 2.673
H63 -6.519 2.314 -3.325
H64 -5.260 1.591 -2.855
H65 -4.421 3.543 3.936
H66 6.610 -4.948 4.213
H67 10.586 0.278 3.388
O29 2.746 1.237 4.485
H68 -4.656 3.490 -1.387
H69 8.961 -10.093 4.443
H70 -4.259 -1.408 -2.932
O30 10.838 -0.241 -0.350
H71 -4.520 -1.437 0.714

Results
E   -85267.9644 eV
HOMO level   -9.36 eV

Atom charges from the Mulliken analysis, given in e for atoms 1 to 6: atom 1 (H): 0.344, atom 2 (H): 0.323, atom 3 (H): 0.380, atom 4 (H): 0.337, atom 5 (H): 0.326, atom 6 (H): 0.201

=====

# 4
The following is a quantum chemistry calculation of C10H7Cl5F6N2O3PdSb as an isolated structure, from the OMol25 dataset.

Atoms and positions in Å:
H1 -1.774 0.449 2.281
F1 2.639 -3.400 -0.270
C1 -3.315 -2.744 1.495
C2 -1.925 -2.505 -0.654
C3 1.356 5.172 0.376
Pd1 -0.809 0.165 -0.559
H2 -2.057 -4.594 -0.196
F2 3.972 -1.369 -1.412
O1 -1.215 -1.941 -2.692
F3 1.767 -0.879 0.041
C4 1.313 4.100 -1.764
C5 0.647 4.118 0.920
O2 -0.455 2.053 0.664
Cl1 1.700 4.098 -3.455
H3 -2.822 -3.421 2.198
C6 -2.297 -2.020 0.663
O3 -2.313 -0.347 2.198
C7 1.694 5.186 -0.977
H4 -1.139 -4.181 -1.662
H5 -3.900 -2.033 2.075
C8 0.225 2.986 0.153
Cl2 0.182 1.678 -2.215
H6 -2.894 -4.138 -1.697
F4 4.177 -0.178 0.974
F5 2.852 -2.204 2.104
Cl3 1.828 6.507 1.380
F6 5.036 -2.679 0.650
Sb1 3.394 -1.778 0.341
Cl4 0.203 4.113 2.594
Cl5 2.561 6.523 -1.667
C9 0.620 3.035 -1.220
N1 -1.748 -0.922 1.048
H7 -3.976 -3.331 0.859
C10 -2.020 -3.935 -1.066
N2 -1.505 -1.583 -1.509

Results
E   -108544.7431 eV
Charge   -2
2S+1   2
HOMO level (alpha / beta)   -1.43 / -2.06 eV

Atom charges from the natural (NBO) analysis, given in e for atoms 1 to 6: atom 1 (H): 0.495, atom 2 (F): -0.695, atom 3 (C): -0.672, atom 4 (C): -0.022, atom 5 (C): -0.043, atom 6 (Pd): 0.596

=====

# 5
The following is a quantum chemistry calculation of a 2-piece molecular cluster, C10H7ClO2 overall at a distorted geometry, from the OMol25 dataset.

Atoms and positions in Å:
C1 -0.015 -1.027 -3.051
O1 0.126 -1.549 -4.085
C2 0.534 0.502 1.569
C3 -4.235 -0.886 -0.695
C4 2.476 0.258 0.213
O2 -3.732 -0.789 1.691
H1 2.403 0.955 2.244
C5 -4.071 -0.932 0.597
H2 -1.412 -0.246 -2.203
C6 0.273 -0.159 -0.689
C7 1.933 0.635 1.404
H3 -1.438 0.096 0.714
C8 -0.285 0.168 0.523
H4 2.128 -0.047 -1.866
H5 -4.254 -1.783 -1.299
C9 1.675 -0.020 -0.886
H6 3.501 0.286 -0.018
Cl1 -5.210 0.358 -1.415
C10 -0.414 -0.568 -1.931
H7 0.273 0.771 2.493

Results
E   -27097.4053 eV
HOMO level   -8.37 eV

Atom charges from the natural (NBO) analysis, given in e for atoms 1 to 6: atom 1 (C): 0.721, atom 2 (O): -0.459, atom 3 (C): -0.187, atom 4 (C): -0.573, atom 5 (C): -0.198, atom 6 (O): -0.412

=====

# 6
The following is a quantum chemistry calculation of a 2-piece molecular cluster, C10H7F10S overall, from the OMol25 dataset.

Atoms and positions in Å:
F1 -2.193 0.842 -3.350
C1 -2.514 -0.307 -1.341
C2 2.383 -0.438 1.537
F2 -0.011 0.574 -0.678
S1 -4.994 0.879 -2.342
H1 -4.530 1.001 -3.602
H2 2.250 -2.519 2.052
C3 3.963 -0.196 3.769
F3 -3.908 -1.412 -2.968
H3 4.132 1.880 3.303
C4 -0.275 0.924 -1.933
F4 -1.076 -1.000 -3.052
C5 3.455 -1.439 3.448
F5 -2.097 -1.378 -0.699
H4 3.686 -2.291 4.072
F6 -2.687 0.711 -0.475
C6 2.657 -1.553 2.319
F7 -0.579 2.216 -1.965
C7 3.709 0.930 3.011
C8 -3.941 -0.652 -1.882
C9 -1.498 0.092 -2.453
H5 1.768 -0.541 0.653
F8 -4.645 -1.230 -0.920
F9 4.737 -0.077 4.862
F10 0.776 0.686 -2.688
C10 2.910 0.798 1.884
H6 2.706 1.669 1.275
H7 -4.184 1.833 -1.838

Results
E   -48484.6461 eV
Charge   +1
HOMO level   -11.00 eV

Atom charges from the natural (NBO) analysis, given in e for atoms 1 to 6: atom 1 (F): -0.331, atom 2 (C): 0.573, atom 3 (C): -0.243, atom 4 (F): -0.294, atom 5 (S): 0.402, atom 6 (H): 0.229

=====

# 7
The following is a quantum chemistry calculation of C10H7N3O3S as an isolated structure at a distorted geometry, from the OMol25 dataset.

Atoms and positions in Å:
H1 2.201 -0.348 -4.879
O1 -2.824 -0.964 3.046
H2 1.011 -2.570 -0.702
N1 -1.063 -1.720 0.033
S1 0.393 0.864 0.262
H3 1.328 2.737 -2.083
C1 1.686 -1.106 -2.865
C2 -1.800 -1.291 2.430
N2 0.661 -1.600 -0.786
C3 1.703 1.198 -3.550
C4 -0.356 -1.227 2.775
C5 -2.029 -1.794 1.023
C6 0.086 -1.024 0.351
C7 1.034 0.708 -1.367
C8 1.154 -0.642 -1.678
C9 1.886 -0.119 -3.850
O2 -3.196 -1.946 0.586
H4 1.911 1.859 -4.367
C10 1.377 1.687 -2.308
O3 0.274 -1.086 3.871
H5 1.606 -1.079 1.980
H6 -1.456 -1.679 -0.953
H7 1.879 -2.177 -3.042
N3 0.560 -1.289 1.716

Results
E   -31928.3434 eV
HOMO level   -8.38 eV

Atom charges from the natural (NBO) analysis, given in e for atoms 1 to 6: atom 1 (H): 0.220, atom 2 (O): -0.350, atom 3 (H): 0.424, atom 4 (N): -0.615, atom 5 (S): 0.231, atom 6 (H): 0.229

=====

# 8
The following is a quantum chemistry calculation of one molecule with the formula C10H7NO3 at a distorted geometry, from the OMol25 dataset.

Atoms and positions in Å:
C1 -3.201 -0.996 0.277
O1 -2.461 0.852 -0.498
C2 -4.370 -0.173 -0.051
H1 -3.222 -2.085 0.571
C3 -0.628 -0.567 0.220
C4 3.560 0.972 0.632
H2 -4.290 1.922 -0.727
C5 4.149 -0.127 -0.072
C6 1.499 0.173 -0.299
N1 3.410 -1.016 -0.762
H3 1.698 1.936 0.944
H4 1.542 -1.684 -1.323
O2 -0.195 -1.551 0.811
H5 5.297 -0.279 -0.029
C7 2.180 1.140 0.379
H6 -5.435 -0.365 0.377
C8 -3.796 0.976 -0.402
O3 0.097 0.374 -0.306
C9 -2.085 -0.375 0.042
C10 2.066 -0.892 -0.905
H7 4.182 1.763 1.120

Results
E   -18113.9586 eV
HOMO level   -9.63 eV

Atom charges from the natural (NBO) analysis, given in e for atoms 1 to 6: atom 1 (C): -0.208, atom 2 (O): -0.405, atom 3 (C): -0.340, atom 4 (H): 0.239, atom 5 (C): 0.752, atom 6 (C): -0.234